1.
The following is a quantum chemistry calculation of a single C19H35NO3 molecule, from the Open Molecules 2025 dataset.

The value obtained for the molar mass is 325.5 g mol⁻¹. The value obtained for the LUMO energy is 0.78 eV. The energy comes out at -27903.104 eV. Its relative energy (zero: lowest compared OMol25 entry of this formula, charge and spin) is 0.066 eV. Its orbital gap is 8.957 eV. As for the charge: 0. As for the HOMO energy: -0.3004 hartree. As for the largest force on an atom: 0.73 eV/A.

Positions of all 58 atoms, in Å:
C1 2.025 -1.802 0.937
C2 3.164 -1.467 1.907
C3 4.104 -0.328 1.490
C4 3.654 1.091 1.860
C5 2.315 1.558 1.287
C6 2.263 1.488 -0.238
C7 0.838 1.601 -0.802
C8 0.744 1.077 -2.260
C9 1.256 -0.342 -2.525
C10 0.504 -1.431 -1.748
C11 1.365 -2.646 -1.387
C12 2.504 -2.366 -0.401
O1 0.465 2.970 -0.778
C13 -0.919 3.032 -0.559
C14 -1.243 1.739 0.214
C15 -2.505 1.026 -0.298
N1 -2.849 -0.068 0.587
C16 -3.298 -1.288 -0.058
C17 -4.758 -1.195 -0.521
O2 -5.610 -0.882 0.561
C18 -5.229 0.331 1.175
C19 -3.770 0.282 1.655
O3 -0.093 0.940 0.039
H1 1.387 -2.551 1.415
H2 1.415 -0.921 0.765
H3 2.732 -1.221 2.879
H4 3.767 -2.371 2.041
H5 4.308 -0.385 0.421
H6 5.062 -0.487 1.994
H7 4.437 1.781 1.533
H8 3.593 1.160 2.949
H9 1.514 0.946 1.700
H10 2.136 2.588 1.606
H11 2.679 0.541 -0.558
H12 2.845 2.297 -0.680
H13 -0.304 1.138 -2.562
H14 1.308 1.782 -2.875
H15 2.320 -0.388 -2.299
H16 1.163 -0.529 -3.599
H17 -0.338 -1.781 -2.351
H18 0.095 -1.007 -0.836
H19 0.710 -3.404 -0.952
H20 1.794 -3.067 -2.301
H21 3.218 -1.682 -0.861
H22 3.039 -3.303 -0.222
H23 -1.135 3.938 0.009
H24 -1.468 3.064 -1.512
H25 -1.349 1.933 1.289
H26 -3.305 1.777 -0.390
H27 -2.291 0.628 -1.292
H28 -3.215 -2.093 0.679
H29 -2.642 -1.517 -0.898
H30 -4.856 -0.428 -1.306
H31 -5.107 -2.152 -0.912
H32 -5.365 1.163 0.464
H33 -5.909 0.472 2.016
H34 -3.679 -0.485 2.429
H35 -3.485 1.245 2.081

2.
The following is a quantum chemistry calculation of C19H36CaF12O18P2 as an isolated structure in a non-equilibrium geometry, from the Open Molecules 2025 dataset.

The value obtained for the molar mass is 882.5 g mol⁻¹. The value obtained for the LUMO energy is -0.67 eV. The energy comes out at -126785.120 eV. Its relative energy (zero: lowest compared OMol25 entry of this formula, charge and spin) is 0.000 eV. Its orbital gap is 9.393 eV. As for the charge: 0. As for the HOMO energy: -0.3700 hartree. As for the largest force on an atom: 2.40 eV/A.

Positions of all 88 atoms, in Å:
Ca1 -3.427 1.600 0.292
P1 -0.848 -0.188 -0.403
F1 -0.449 -0.857 -1.796
F2 0.661 0.006 0.045
F3 -0.852 1.268 -1.097
F4 -1.384 0.480 1.014
F5 -2.461 -0.334 -0.814
F6 -0.955 -1.618 0.275
P2 -5.737 -0.565 0.799
F7 -7.221 -0.628 0.214
F8 -6.122 -1.407 2.049
F9 -5.266 -1.773 -0.064
F10 -4.201 -0.324 1.381
F11 -5.289 0.438 -0.474
F12 -6.119 0.854 1.556
C1 0.925 0.451 3.569
C2 0.886 -0.995 3.950
C3 -0.388 -1.786 3.606
O1 0.091 -3.013 3.092
C4 1.411 -2.912 2.825
O2 2.088 -3.773 2.372
O3 1.886 -1.694 3.191
H1 1.937 0.820 3.749
H2 0.315 1.166 4.137
H3 0.562 0.676 2.566
H4 1.085 -1.166 5.012
H5 -1.037 -1.266 2.903
H6 -0.944 -1.970 4.524
C5 -4.931 0.419 -3.374
O4 -4.002 1.261 -4.074
C6 -3.243 2.050 -3.348
O5 -3.265 2.197 -2.138
O6 -2.425 2.710 -4.143
C7 -1.450 3.509 -3.496
H7 -4.400 -0.228 -2.675
H8 -5.389 -0.229 -4.113
H9 -5.661 1.008 -2.828
H10 -0.855 2.927 -2.792
H11 -1.899 4.344 -2.953
H12 -0.803 3.910 -4.270
C8 1.392 0.437 -4.086
O7 2.689 0.468 -3.527
C9 3.181 -0.706 -3.131
O8 2.642 -1.775 -3.221
O9 4.385 -0.489 -2.604
C10 5.040 -1.645 -2.120
H13 1.076 -0.474 -4.586
H14 1.297 1.293 -4.750
H15 0.641 0.581 -3.303
H16 5.256 -2.340 -2.926
H17 4.498 -2.106 -1.293
H18 5.981 -1.306 -1.682
C11 -3.157 -3.741 0.592
O10 -2.069 -4.538 1.076
C12 -1.730 -5.562 0.306
O11 -2.282 -5.883 -0.716
O12 -0.674 -6.164 0.859
C13 -0.207 -7.308 0.150
H19 -2.959 -3.345 -0.398
H20 -3.277 -2.931 1.304
H21 -4.048 -4.367 0.645
H22 0.197 -7.023 -0.818
H23 -0.996 -8.050 0.023
H24 0.556 -7.752 0.785
C14 -1.326 6.342 2.113
O13 -2.023 5.274 1.451
C15 -1.373 4.239 0.988
O14 -1.976 3.348 0.398
O15 -0.091 4.256 1.229
C16 0.726 3.220 0.635
H25 -0.414 6.590 1.578
H26 -1.099 6.043 3.135
H27 -1.989 7.199 2.125
H28 1.750 3.449 0.907
H29 0.604 3.199 -0.445
H30 0.432 2.254 1.034
C17 7.573 1.451 0.253
O16 6.188 1.221 0.428
C18 5.534 2.037 1.259
O17 5.973 3.026 1.768
O18 4.272 1.650 1.441
C19 3.887 0.323 1.130
H31 8.012 1.891 1.144
H32 7.763 2.051 -0.638
H33 8.077 0.503 0.053
H34 4.457 -0.413 1.701
H35 3.931 0.087 0.065
H36 2.853 0.116 1.403

3.
The following is a quantum chemistry calculation of a 9-piece molecular cluster, C19H36Cl2F15N3O11S overall in a non-equilibrium geometry, from the Open Molecules 2025 dataset.

The value obtained for the molar mass is 870.5 g mol⁻¹. The value obtained for the LUMO energy is -6.91 eV. The energy comes out at -123903.889 eV. Its relative energy (zero: lowest compared OMol25 entry of this formula, charge and spin) is 5.979 eV. Its orbital gap is 5.477 eV. As for the charge: +2. As for the HOMO energy: -0.4552 hartree. As for the largest force on an atom: 4.67 eV/A.

Positions of all 87 atoms, in Å:
N1 2.785 -2.277 3.671
H1 3.728 -2.569 3.459
H2 2.815 -1.761 4.539
H3 2.185 -3.078 3.801
H4 2.518 -1.605 2.966
N2 1.385 6.406 2.446
H5 0.709 5.846 1.947
H6 1.046 7.349 2.574
H7 2.266 6.271 1.971
H8 1.399 6.046 3.390
N3 -1.217 1.602 6.285
H9 -1.892 1.417 7.013
H10 -0.760 2.481 6.481
H11 -1.657 1.543 5.377
H12 -0.420 0.984 6.327
C1 -1.940 0.531 -1.028
F1 -2.753 1.512 -1.483
F2 -2.737 -0.522 -0.696
F3 -1.105 0.198 -2.038
S1 -0.905 1.141 0.512
O1 -0.529 2.533 0.284
O2 -1.795 1.018 1.673
O3 0.270 0.244 0.580
C2 2.931 -10.084 0.515
C3 2.318 -8.846 1.025
O4 1.746 -8.157 -0.074
C4 1.274 -6.829 0.127
O5 1.387 -6.182 1.164
C5 0.619 -6.248 -1.168
F4 0.849 -6.977 -2.237
F5 -0.685 -6.125 -0.990
F6 1.093 -5.048 -1.305
H13 3.608 -9.845 -0.306
H14 2.290 -10.847 0.074
H15 3.600 -10.601 1.203
H16 3.137 -8.243 1.417
H17 1.567 -9.098 1.774
C6 6.871 4.788 2.111
C7 6.034 3.658 1.736
O6 6.005 3.391 0.291
C8 5.221 4.025 -0.620
O7 4.437 4.870 -0.386
C9 5.606 3.510 -2.033
F7 4.550 2.817 -2.530
F8 5.848 4.669 -2.665
F9 6.820 2.865 -2.077
H18 6.633 5.045 3.144
H19 6.864 5.596 1.380
H20 7.905 4.443 2.100
H21 4.994 3.748 2.052
H22 6.389 2.783 2.281
C10 -4.633 -4.090 3.797
C11 -4.344 -3.662 5.259
O8 -3.811 -4.840 5.948
C12 -2.499 -5.019 5.996
O9 -1.622 -4.269 5.565
C13 -2.148 -6.297 6.807
F10 -0.932 -6.698 6.506
F11 -2.269 -5.946 8.058
F12 -2.948 -7.280 6.493
H23 -4.991 -3.230 3.230
H24 -5.473 -4.783 3.828
H25 -3.831 -4.630 3.294
H26 -5.289 -3.394 5.732
H27 -3.734 -2.763 5.340
C14 -0.718 5.508 -4.980
C15 -1.642 6.713 -5.134
O10 -2.958 6.299 -5.582
C16 -3.326 6.682 -6.794
O11 -2.752 7.585 -7.443
C17 -4.607 6.027 -7.343
F13 -5.608 6.944 -7.640
F14 -4.349 5.475 -8.538
F15 -5.099 5.103 -6.474
H28 0.280 5.877 -5.218
H29 -0.949 4.707 -5.682
H30 -0.648 5.131 -3.960
H31 -1.173 7.449 -5.787
H32 -1.811 7.123 -4.139
Cl1 -2.816 -0.137 -9.048
C18 -3.060 0.587 -7.444
C19 -4.166 -0.070 -6.601
Cl2 -5.721 -0.030 -7.532
H33 -3.271 1.638 -7.645
H34 -2.095 0.581 -6.937
H35 -4.300 0.436 -5.645
H36 -3.995 -1.115 -6.343